(1)
Entry from OMol25: a 7-piece molecular cluster, C23H44Cl2N2O7 overall (ωB97M-V with the def2-TZVPD basis set).

Results
calculated total energy = -66920.494 eV
charge = 0
structure (SMILES) = C/C(Cl)=C(\Cl)c1c(O)ccc2nccnc12.CCO.CCO.CCO.CCO.CCO.CCO

Last column: Mulliken charge in e.
Positions of all 78 atoms, in Å:
1 C -0.401 1.807 -1.835  0.0577
2 H 4.965 5.465 -3.510  0.2554
3 H -6.313 -4.255 6.065  0.2189
4 H 0.729 -0.692 -11.049  0.3334
5 H -4.838 -1.877 8.256  0.2095
6 H -3.291 -2.600 7.847  0.2425
7 H 5.281 6.733 -2.310  0.3281
8 C 2.970 -0.754 -1.719  -0.5410
9 C 2.297 -0.470 -0.568  -0.5068
10 O 2.652 6.487 -4.416  -0.4911
11 H 1.397 1.221 -6.193  0.4943
12 O -3.722 -0.527 6.189  -0.4484
13 C 0.549 0.056 -9.027  -0.2212
14 H 3.783 -3.734 0.430  0.2898
15 H 4.280 7.699 -4.409  0.2823
16 H 6.204 -2.396 -0.137  0.3102
17 C 2.567 -0.233 -2.964  0.2346
18 C -3.353 -0.465 7.567  -0.2832
19 C -1.774 -1.880 3.806  -1.0497
20 C 0.763 0.898 -1.811  -0.0152
21 H -1.870 4.116 -2.623  0.3370
22 C 4.499 6.209 -2.863  -0.8498
23 H 0.290 1.955 -8.663  0.2646
24 N 3.294 -0.533 -4.078  -0.6455
25 H -0.279 -0.467 3.159  0.2846
26 H -8.270 -5.171 8.238  0.2758
27 C -7.314 -4.753 7.907  -0.2549
28 H -3.461 -1.680 9.354  0.3501
29 H 3.828 -1.404 -1.645  0.5041
30 O 4.418 -3.358 -0.186  -0.4987
31 H -7.391 -5.657 5.942  0.3262
32 H 6.549 -4.704 0.756  0.2914
33 C 6.180 -3.907 1.401  -1.1479
34 H -1.298 -2.744 3.339  0.3489
35 H 0.345 1.034 -10.942  0.3283
36 H 3.399 -0.163 -6.091  0.4426
37 H -1.052 5.072 -1.386  0.4190
38 H 7.018 -3.498 1.969  0.3404
39 H -8.055 -4.017 6.016  0.3249
40 H -1.500 -1.850 4.860  0.2538
41 H -7.839 -2.899 8.194  0.2845
42 Cl 1.291 3.795 -1.377  -0.1819
43 H -0.511 -0.201 -8.928  0.2760
44 Cl -1.959 1.117 -2.087  -0.2304
45 H 1.137 -0.740 -8.571  0.2871
46 H -0.330 0.198 0.599  0.3163
47 H -2.654 -0.741 1.648  0.2743
48 H 2.604 -0.862 0.390  0.4660
49 H -4.677 -0.635 6.148  0.2594
50 H 1.976 0.481 -10.584  0.2826
51 H -2.273 -0.329 7.598  0.2982
52 C 1.440 0.600 -3.020  0.7578
53 C -1.358 -0.603 3.103  -0.1440
54 H 3.191 7.918 -3.031  0.2439
55 O 0.813 1.243 -8.281  -0.4999
56 H -2.163 3.804 -0.876  0.3383
57 O -1.701 -0.635 1.715  -0.5858
58 H -2.854 -2.024 3.735  0.2936
59 C -3.757 -1.727 8.305  -0.8760
60 C -0.291 3.113 -1.642  0.1182
61 H 3.870 5.671 -2.150  0.1926
62 H -3.823 0.413 8.023  0.2655
63 H 5.132 -2.028 1.222  0.2167
64 H 2.091 6.025 -3.785  0.2701
65 C -1.433 4.086 -1.628  -1.4188
66 C 2.853 0.018 -5.174  -0.3246
67 C -7.266 -4.672 6.392  -0.9561
68 O 0.501 0.696 0.550  -0.6027
69 C 0.920 0.224 -10.488  -1.0649
70 O -7.131 -3.471 8.505  -0.5020
71 C 1.699 0.829 -5.229  -0.2251
72 N 0.975 1.137 -4.186  -0.3835
73 H 5.473 -4.356 2.103  0.3369
74 C 1.168 0.375 -0.608  0.6508
75 H -1.839 0.262 3.570  0.2413
76 H -6.515 -5.391 8.281  0.2800
77 C 5.503 -2.830 0.575  -0.1160
78 C 3.662 7.173 -3.682  -0.2334

Cartesian forces (eV/Å) of the 6 atoms listed first:
0.8 0.4 0.1
0.0 0.0 0.0
0.0 -0.1 0.0
0.0 0.0 0.0
0.0 0.0 0.1
0.1 0.0 0.0

***

(2)
Entry from OMol25: C5H9NO as an isolated structure (ωB97M-V with the def2-TZVPD basis set).

Results
energy above the lowest of the compared OMol25 structures with the same formula, charge and spin = 425.4 kJ/mol
charge = 0

Last column: Mulliken charge in e.
Positions of all 16 atoms, in Å:
1 C -1.123 -0.655 0.658  0.6327
2 C -0.212 0.277 1.466  -0.7331
3 H 1.510 1.343 0.558  0.3503
4 C -0.341 0.514 -1.451  -0.5213
5 H 0.018 -0.117 2.458  0.3226
6 H 0.938 0.740 -1.718  0.2095
7 H 1.109 -1.069 -1.203  0.3471
8 H -1.188 -2.336 -0.178  0.2669
9 H 1.847 -0.335 1.007  0.3201
10 C 1.085 0.333 0.605  -0.4029
11 O -2.034 -0.119 -0.046  -0.7057
12 H -0.755 0.119 -2.373  0.3638
13 N -0.611 -1.855 0.519  -0.7634
14 H -0.705 1.463 -1.079  0.2626
15 H -0.677 1.261 1.566  0.3148
16 C 0.697 -0.162 -0.776  -0.2641

Cartesian forces (eV/Å) of the 6 atoms listed first:
0.2 0.0 0.0
-0.1 0.1 0.1
-0.1 -0.1 0.0
0.1 -0.1 0.0
0.0 0.0 -0.2
0.0 0.1 -0.1

***

(3)
Entry from OMol25: C20H16ClMoN3O5S as an isolated structure at a distorted geometry (ωB97M-V with the def2-TZVPD basis set).

Results
calculated total energy = -60902.135 eV
charge = +2

Last column: Mulliken charge in e.
Positions of all 47 atoms, in Å:
1 O 1.108 -1.230 4.315  -0.5474
2 C 1.787 -0.883 -4.027  -0.6790
3 H -0.249 -1.074 -3.355  0.3502
4 C 3.848 -0.735 0.861  0.8742
5 H 3.889 -0.672 -4.372  0.4261
6 H -2.772 3.763 -0.813  0.4871
7 H -2.317 -1.961 -2.075  0.5226
8 C 0.786 -0.953 -3.066  -0.8277
9 C 1.135 -0.871 -1.735  0.8551
10 C 4.451 -0.794 3.370  0.4492
11 C -4.801 -0.839 -0.021  0.5773
12 H 1.537 -0.949 -5.077  0.4415
13 H 4.484 -0.509 -2.024  0.3327
14 H -4.779 -1.911 -1.889  0.5221
15 C 1.004 -0.999 3.164  0.7756
16 H -2.088 0.251 1.641  0.7476
17 C -6.243 -0.852 0.048  -0.2652
18 Cl 5.396 -0.783 0.236  -0.0973
19 H -4.576 0.192 1.859  0.5464
20 C 3.450 -0.638 -2.288  -0.6513
21 H -2.746 2.435 0.391  0.2276
22 O -0.219 -0.993 2.493  -0.7042
23 H -0.642 4.789 0.457  0.4502
24 H -2.801 2.073 -1.377  0.3167
25 C -4.080 -0.243 1.002  -0.6754
26 S -0.667 2.763 -0.704  0.3767
27 C 3.481 -0.793 2.217  -0.2252
28 C 3.103 -0.727 -3.632  -0.8915
29 H -0.745 3.392 1.583  0.3217
30 H 3.018 -1.276 4.583  0.3574
31 C 2.457 -0.717 -1.328  0.6712
32 C -2.432 2.746 -0.604  -0.8254
33 C -4.167 -1.442 -1.129  -0.6317
34 C -0.274 3.786 0.683  -0.9663
35 H 0.306 -1.033 -1.036  0.7866
36 H 0.811 3.808 0.771  0.3683
37 C -2.695 -0.261 0.863  -0.3659
38 O -0.189 1.339 -0.320  -0.3882
39 C 2.105 -0.753 2.183  -0.2529
40 N 1.664 -0.650 0.927  -0.4090
41 O 3.971 -1.097 4.575  -0.4728
42 N 2.729 -0.658 0.101  0.1584
43 O 5.594 -0.518 3.180  -0.4770
44 N -7.389 -0.849 0.109  -0.3206
45 Mo -0.371 -0.364 0.721  0.3231
46 C -2.076 -0.846 -0.218  1.0004
47 C -2.794 -1.464 -1.242  -0.5921

Cartesian forces (eV/Å) of the 6 atoms listed first:
0.1 0.0 0.3
0.0 0.0 -0.1
0.0 0.0 0.0
0.2 0.0 0.0
0.0 0.0 0.0
0.0 0.0 0.0

***

(4)
Entry from OMol25: a 12-piece molecular cluster, H24O12 overall at a distorted geometry (ωB97M-V with the def2-TZVPD basis set).

Results
energy above the lowest of the compared OMol25 structures with the same formula, charge and spin = 268.0 kJ/mol
charge = 0
structure (SMILES) = O.O.O.O.O.O.O.O.O.O.O.O

Last column: Mulliken charge in e.
Positions of all 36 atoms, in Å:
1 O -2.067 0.542 -2.064  -0.5638
2 H 1.216 -2.216 -0.510  0.3462
3 H 0.935 -1.528 2.644  0.4054
4 H -4.096 -0.985 0.683  0.3443
5 H -2.995 -0.286 -0.038  0.3004
6 O 1.364 0.455 -3.108  -0.6604
7 H -0.653 -1.666 -2.320  0.2062
8 H 2.165 0.240 3.414  0.2420
9 H 1.013 1.272 -2.776  0.3965
10 H -0.890 1.809 2.361  0.3333
11 H 0.178 2.676 -1.583  0.3062
12 O 3.196 0.223 -0.083  -0.6018
13 H -2.350 -0.064 1.640  0.2960
14 O 1.038 -2.420 2.962  -0.6554
15 O 0.027 0.308 -0.275  -0.0249
16 H 1.169 1.102 2.753  0.2934
17 H 2.280 0.260 0.037  0.2621
18 H -0.291 -0.085 0.505  0.1976
19 H -0.654 0.460 -0.893  0.1176
20 O -1.467 -0.338 1.857  -0.6242
21 H -2.600 1.246 -2.427  0.2237
22 H 3.501 0.245 0.807  0.3073
23 H 0.573 -0.885 -2.840  0.4043
24 O 0.261 -1.714 -2.527  -0.6158
25 O -0.317 2.459 2.671  -0.7121
26 H -0.688 2.818 -2.851  0.2794
27 H -0.070 2.730 1.810  0.3212
28 H 2.018 0.596 -3.802  0.2609
29 H 1.940 -2.532 3.322  0.2712
30 O 1.535 0.227 2.702  -0.5568
31 H 0.855 -2.952 0.865  0.2831
32 O 1.466 -2.868 0.105  -0.6202
33 H -1.496 -1.223 1.593  0.2980
34 O -3.876 -0.217 0.172  -0.6529
35 O 0.198 2.656 -2.519  -0.6701
36 H -2.421 -0.345 -2.287  0.2620

Cartesian forces (eV/Å) of the 6 atoms listed first:
0.3 -1.0 0.3
-0.9 1.4 -1.3
0.5 0.8 0.1
-0.4 -0.7 0.3
3.2 -0.2 -1.2
1.0 -1.2 -0.8

***

(5)
Entry from OMol25: CF3MgNO4PmS3 as an isolated structure at a distorted geometry (ωB97M-V with the def2-TZVPD basis set).

Results
calculated total energy = -73367.181 eV
⟨S²⟩ = 6.009
charge = +1
2S+1 = 5

Last column: Mulliken charge in e.
Positions of all 14 atoms, in Å:
1 C -0.553 0.438 2.402  0.7260
2 F 0.045 1.489 1.827  -0.2431
3 S 0.638 0.809 -3.707  0.1052
4 S -1.039 -0.755 1.046  0.8589
5 O -1.378 -2.076 1.666  -0.6459
6 S 2.194 -0.740 -3.512  0.1220
7 O 3.032 -0.147 -2.249  -0.4167
8 Mg -1.738 0.788 -1.513  0.8712
9 O 0.096 0.632 -2.127  -0.2727
10 Pm 1.665 -0.102 -0.911  1.6338
11 O 0.412 -0.967 0.581  -0.6864
12 F 0.302 -0.114 3.252  -0.2042
13 F -1.623 0.847 3.067  -0.2083
14 N -2.051 -0.103 0.176  -0.6400

Cartesian forces (eV/Å) of the 6 atoms listed first:
-0.8 -1.0 0.4
0.3 0.7 -0.3
1.7 -1.2 -0.1
-1.4 -4.5 2.7
0.3 3.5 -1.1
-1.3 0.9 -0.5